# 1
ORCA calculation (ωB97M-V with the def2-TZVPD basis set) on C32H35F5N4O5PbSTe as an isolated structure.

Positions of all 84 atoms, in Å:
Pb1 -0.607 -0.970 -0.056
C1 -3.191 0.048 -2.032
N1 -2.153 0.697 -1.231
C2 -1.374 1.634 -2.041
C3 -2.744 1.352 -0.059
C4 -1.696 1.957 0.856
N2 -0.627 1.000 1.137
C5 0.295 1.319 2.079
C6 1.276 0.376 2.453
F1 1.270 -0.835 1.826
C7 2.279 0.607 3.358
F2 3.172 -0.376 3.579
C8 2.400 1.813 4.019
C9 1.454 2.762 3.694
F3 1.505 3.969 4.283
C10 0.446 2.545 2.772
F4 -0.375 3.594 2.534
H1 -3.903 0.786 -2.424
H2 -2.733 -0.470 -2.875
H3 -3.724 -0.675 -1.418
H4 -1.987 2.490 -2.354
H5 -0.514 1.998 -1.480
H6 -1.003 1.123 -2.929
H7 -3.438 2.144 -0.379
H8 -3.321 0.596 0.475
H9 -1.303 2.874 0.405
H10 -2.218 2.255 1.769
H11 3.177 2.001 4.743
O1 1.576 0.010 -1.329
S1 2.569 0.819 -0.542
C11 4.108 -0.144 -0.513
C12 4.532 -0.660 -1.851
C13 3.885 -1.759 -2.408
C14 4.252 -2.226 -3.661
C15 5.268 -1.599 -4.369
C16 5.918 -0.502 -3.819
C17 5.549 -0.035 -2.567
C18 3.052 2.174 -1.623
C19 1.856 3.069 -1.804
C20 1.311 3.263 -3.067
C21 0.183 4.055 -3.231
C22 -0.418 4.645 -2.129
C23 0.115 4.446 -0.861
C24 1.249 3.665 -0.701
H12 3.866 -0.954 0.178
H13 4.860 0.490 -0.040
H14 3.084 -2.241 -1.860
H15 3.744 -3.083 -4.084
H16 5.556 -1.966 -5.345
H17 6.716 -0.014 -4.364
H18 6.064 0.816 -2.135
H19 3.396 1.752 -2.568
H20 3.880 2.687 -1.125
H21 1.768 2.784 -3.925
H22 -0.232 4.202 -4.220
H23 -1.302 5.257 -2.254
H24 -0.355 4.893 0.006
H25 1.650 3.503 0.294
C25 3.556 -3.836 1.231
Te1 1.577 -4.107 0.485
C26 0.752 -4.642 2.379
H26 3.596 -2.954 1.867
H27 4.234 -3.724 0.387
H28 3.839 -4.723 1.792
H29 0.435 -5.680 2.366
H30 -0.073 -3.972 2.602
H31 1.538 -4.503 3.118
F5 -7.059 -3.911 -0.275
C27 -6.610 -3.011 0.607
C28 -5.482 -3.210 1.289
N3 -5.012 -2.312 2.223
C29 -3.667 -2.471 2.748
C30 -2.597 -2.046 1.747
O2 -2.962 -1.743 0.582
O3 -1.414 -2.015 2.152
C31 -5.633 -1.093 2.411
O4 -5.192 -0.220 3.127
N4 -6.822 -0.943 1.719
C32 -7.394 -1.796 0.779
O5 -8.416 -1.514 0.198
H32 -4.889 -4.103 1.144
H33 -3.510 -3.512 3.033
H34 -3.569 -1.856 3.638
H35 -7.295 -0.063 1.868

- HOMO-LUMO gap: 7.75 eV
- Spin multiplicity: 1
- HOMO energy: -0.2769 Ha
- E_LUMO: 0.22 eV

# 2
ORCA calculation (ωB97M-V with the def2-TZVPD basis set) on C32H35N2P2Pd as an isolated structure.

Positions of all 72 atoms, in Å:
Pd1 0.756 -0.648 -0.398
C1 0.102 4.319 1.738
C2 -0.041 3.187 0.921
N1 0.353 1.981 1.265
C3 0.912 1.823 2.475
C4 1.117 2.890 3.364
C5 0.694 4.168 2.962
C6 1.722 2.670 4.646
C7 2.076 1.430 5.028
C8 1.856 0.307 4.161
C9 2.179 -0.992 4.578
C10 1.936 -2.046 3.738
C11 1.410 -1.769 2.475
N2 1.112 -0.559 2.037
C12 1.296 0.485 2.880
H1 -0.249 5.281 1.392
H2 -0.504 3.288 -0.052
H3 0.839 5.010 3.627
H4 1.885 3.520 5.296
H5 2.530 1.252 5.995
H6 2.607 -1.145 5.560
H7 2.141 -3.067 4.029
H8 1.203 -2.585 1.792
C13 -0.037 -3.190 -2.300
P1 0.548 -1.478 -2.444
C14 -0.396 -0.821 -3.838
C15 2.237 -1.608 -3.149
C16 3.183 -2.276 -2.156
P2 3.012 -1.527 -0.480
C17 3.990 -2.691 0.527
C18 4.116 -0.075 -0.544
H9 0.189 -3.756 -3.205
H10 -1.118 -3.169 -2.149
H11 0.416 -3.672 -1.436
H12 -0.239 -1.485 -4.690
H13 -0.046 0.180 -4.089
H14 -1.457 -0.770 -3.605
H15 2.567 -0.590 -3.371
H16 2.188 -2.150 -4.097
H17 4.224 -2.203 -2.478
H18 2.945 -3.339 -2.065
H19 4.938 -2.884 0.022
H20 3.455 -3.632 0.655
H21 4.194 -2.268 1.509
H22 5.105 -0.334 -0.925
H23 4.217 0.329 0.464
H24 3.671 0.698 -1.171
C19 -4.676 3.647 -2.241
C20 -4.722 2.699 -1.225
C21 -3.633 1.880 -0.979
C22 -2.472 1.990 -1.751
C23 -2.432 2.963 -2.749
C24 -3.525 3.779 -3.001
C25 -1.255 1.175 -1.522
C26 -1.124 0.038 -0.840
C27 -2.154 -0.870 -0.317
C28 -2.071 -1.404 0.969
C29 -3.015 -2.326 1.393
C30 -4.041 -2.743 0.557
C31 -4.130 -2.217 -0.726
C32 -3.193 -1.289 -1.153
H25 -5.530 4.283 -2.431
H26 -5.612 2.603 -0.616
H27 -3.678 1.166 -0.170
H28 -1.528 3.080 -3.338
H29 -3.473 4.522 -3.786
H30 -0.364 1.600 -1.979
H31 -1.287 -1.089 1.647
H32 -2.951 -2.726 2.398
H33 -4.767 -3.465 0.905
H34 -4.926 -2.525 -1.391
H35 -3.272 -0.861 -2.146

- HOMO-LUMO gap: 7.40 eV
- Total charge: +1
- Spin multiplicity: 1
- HOMO energy: -0.3664 Ha
- E_LUMO: -2.57 eV

# 3
ORCA calculation (ωB97M-V with the def2-TZVPD basis set) on C32H35N4O5S2Zn as an isolated structure in a non-equilibrium geometry.

Positions of all 79 atoms, in Å:
Zn1 -1.803 -1.281 1.881
N1 -3.416 -0.342 0.524
C1 -4.571 -1.224 0.663
C2 -4.629 -1.807 2.085
O1 -5.718 -1.991 2.628
N2 -3.429 -2.080 2.560
C3 -3.305 -2.353 3.964
C4 -2.078 -1.609 4.552
O2 -1.931 -1.591 5.764
O3 -1.292 -1.054 3.714
H1 -3.628 0.547 0.965
H2 -3.209 -0.172 -0.454
H3 -4.464 -2.052 -0.035
H4 -5.520 -0.714 0.456
H5 -3.162 -3.423 4.153
H6 -4.208 -2.037 4.497
S1 1.626 -0.655 2.188
C5 1.541 0.104 0.731
N3 2.360 -0.162 -0.305
C6 2.415 0.744 -1.424
C7 2.261 2.163 -0.891
N4 0.994 2.247 -0.208
C8 0.214 3.450 -0.377
C9 0.903 4.648 0.219
C10 1.186 4.686 1.580
C11 1.829 5.780 2.129
C12 2.196 6.851 1.331
C13 1.897 6.829 -0.019
C14 1.258 5.732 -0.569
C15 0.598 1.219 0.568
S2 -0.878 1.245 1.326
C16 3.285 -1.276 -0.311
C17 4.678 -0.764 -0.056
C18 5.652 -0.752 -1.046
C19 6.884 -0.158 -0.818
C20 7.155 0.431 0.404
C21 6.198 0.400 1.407
C22 4.973 -0.198 1.180
H7 1.621 0.525 -2.149
H8 3.383 0.636 -1.916
H9 2.266 2.900 -1.698
H10 3.086 2.381 -0.200
H11 -0.737 3.273 0.134
H12 0.033 3.611 -1.446
H13 0.890 3.856 2.203
H14 2.041 5.804 3.188
H15 2.716 7.699 1.756
H16 2.159 7.667 -0.649
H17 1.023 5.722 -1.624
H18 3.204 -1.777 -1.279
H19 2.959 -1.971 0.464
H20 5.454 -1.210 -2.005
H21 7.629 -0.144 -1.602
H22 8.109 0.907 0.580
H23 6.403 0.850 2.368
H24 4.227 -0.223 1.958
C23 -5.435 -2.696 -3.361
C24 -4.065 -2.716 -2.743
C25 -3.763 -3.617 -1.733
C26 -2.559 -3.555 -1.040
C27 -2.289 -4.491 0.096
C28 -1.634 -2.573 -1.380
C29 -1.887 -1.710 -2.445
C30 -0.849 -0.698 -2.833
C31 -3.102 -1.784 -3.108
C32 -0.358 -2.414 -0.570
O4 0.721 -2.686 -1.087
O5 -0.506 -1.965 0.608
H25 -5.889 -3.685 -3.341
H26 -5.411 -2.332 -4.387
H27 -6.078 -2.028 -2.783
H28 -4.495 -4.363 -1.449
H29 -2.688 -5.484 -0.104
H30 -2.761 -4.100 0.998
H31 -1.223 -4.560 0.288
H32 0.130 -1.173 -2.816
H33 -0.837 0.120 -2.110
H34 -1.045 -0.290 -3.822
H35 -3.308 -1.091 -3.915

- HOMO-LUMO gap: 6.64 eV
- Total charge: -1
- Spin multiplicity: 1
- HOMO energy: -0.1800 Ha
- E_LUMO: 1.74 eV

# 4
ORCA calculation (ωB97M-V with the def2-TZVPD basis set) on C32H35N9OS3SbSeZn as an isolated structure.

Positions of all 83 atoms, in Å:
Zn1 0.321 1.778 1.309
S1 0.208 -0.640 1.040
C1 1.931 -1.001 1.036
C2 2.300 -2.382 0.829
N1 2.593 -3.484 0.662
C3 2.914 -0.080 1.192
S2 2.682 1.611 1.480
C4 4.300 -0.517 1.138
N2 5.407 -0.825 1.077
S3 -2.915 -0.526 -0.277
Sb1 -1.403 -1.881 -1.282
C5 0.502 -1.855 -2.262
C6 1.525 -0.940 -2.059
C7 2.721 -1.063 -2.760
C8 2.896 -2.103 -3.663
C9 1.867 -3.013 -3.876
C10 0.668 -2.884 -3.188
C11 -2.411 -2.196 -3.169
C12 -2.511 -1.117 -4.047
C13 -3.210 -1.235 -5.241
C14 -3.828 -2.436 -5.572
C15 -3.736 -3.517 -4.708
C16 -3.033 -3.396 -3.512
C17 -1.485 -3.841 -0.497
C18 -2.729 -4.281 -0.049
C19 -2.873 -5.574 0.435
C20 -1.771 -6.421 0.489
C21 -0.527 -5.974 0.065
C22 -0.380 -4.684 -0.433
H1 1.411 -0.137 -1.339
H2 3.519 -0.354 -2.577
H3 3.835 -2.210 -4.193
H4 1.995 -3.828 -4.579
H5 -0.129 -3.593 -3.375
H6 -2.039 -0.168 -3.808
H7 -3.281 -0.385 -5.908
H8 -4.377 -2.526 -6.502
H9 -4.213 -4.456 -4.962
H10 -2.972 -4.252 -2.847
H11 -3.577 -3.604 -0.065
H12 -3.841 -5.915 0.783
H13 -1.881 -7.428 0.875
H14 0.340 -6.622 0.130
H15 0.601 -4.342 -0.737
C23 -3.153 2.898 2.596
C24 -2.309 3.508 1.472
C25 -2.288 5.033 1.614
C26 -2.938 3.147 0.127
O1 -0.998 3.067 1.620
H16 -4.163 3.323 2.624
H17 -2.663 3.082 3.554
H18 -3.233 1.816 2.452
H19 -3.294 5.461 1.546
H20 -1.665 5.462 0.823
H21 -1.848 5.306 2.576
H22 -3.972 3.507 0.074
H23 -2.949 2.062 -0.017
H24 -2.381 3.621 -0.687
N3 1.029 3.456 -4.137
N4 0.539 2.800 -3.008
N5 -0.560 2.084 -3.040
C27 -0.646 1.719 -1.764
N6 0.366 2.208 -1.033
N7 1.122 2.910 -1.855
H25 0.825 2.848 -4.921
H26 2.028 3.543 -4.000
H27 -1.438 1.102 -1.357
C28 1.486 1.051 6.211
N8 2.571 1.826 5.632
C29 3.916 1.614 5.885
C30 4.596 2.499 5.139
N9 3.661 3.246 4.443
C31 3.989 4.255 3.450
C32 2.402 2.833 4.738
Se1 0.821 3.400 3.950
H28 1.455 1.191 7.291
H29 1.620 -0.004 5.979
H30 0.559 1.402 5.768
H31 4.260 0.850 6.560
H32 5.655 2.655 5.026
H33 4.817 4.860 3.818
H34 3.110 4.875 3.293
H35 4.259 3.781 2.507

- HOMO-LUMO gap: 6.85 eV
- Total charge: -1
- Spin multiplicity: 1
- HOMO energy: -0.1657 Ha
- E_LUMO: 2.34 eV

# 5
ORCA calculation (ωB97M-V with the def2-TZVPD basis set) on C32H36Cl3FGeN7O8PRb as an isolated structure in a non-equilibrium geometry.

Positions of all 90 atoms, in Å:
Rb1 0.982 -1.118 0.056
N1 2.730 0.138 4.506
C1 2.344 0.476 3.268
N2 2.154 -0.619 2.564
C2 2.439 -1.616 3.448
N3 2.795 -1.205 4.645
C3 2.342 -3.042 3.076
C4 2.821 -4.056 3.900
N4 2.744 -5.334 3.552
C5 2.182 -5.591 2.370
C6 1.697 -4.585 1.553
N5 1.776 -3.309 1.908
H1 2.931 0.738 5.286
H2 2.171 1.495 2.936
H3 3.278 -3.815 4.852
H4 2.117 -6.630 2.071
H5 1.216 -4.795 0.605
O1 4.306 1.496 0.247
C7 3.264 1.305 -0.382
O2 2.927 0.161 -0.877
C8 2.208 2.390 -0.610
P1 0.936 1.634 -1.733
C9 1.898 1.624 -3.317
C10 2.313 2.793 -3.953
C11 3.038 2.744 -5.135
C12 3.357 1.517 -5.703
C13 2.947 0.346 -5.083
C14 2.221 0.400 -3.900
C15 -0.181 3.045 -2.107
C16 -0.243 4.204 -1.339
C17 -1.174 5.199 -1.626
C18 -2.057 5.045 -2.682
C19 -2.016 3.881 -3.446
C20 -1.094 2.890 -3.155
H6 2.681 3.288 -1.009
H7 1.750 2.622 0.361
H8 2.063 3.756 -3.518
H9 3.354 3.664 -5.614
H10 3.924 1.476 -6.626
H11 3.196 -0.616 -5.514
H12 1.903 -0.517 -3.421
H13 0.427 4.328 -0.496
H14 -1.210 6.092 -1.014
H15 -2.784 5.817 -2.904
H16 -2.716 3.743 -4.262
H17 -1.079 1.976 -3.741
Cl1 5.340 -2.203 1.573
Ge1 4.576 -1.094 -0.243
Cl2 3.400 -2.775 -1.178
Cl3 6.366 -1.228 -1.558
C21 -1.230 -3.914 -3.032
C22 -0.195 -2.949 -3.576
O3 -0.592 -1.590 -3.423
H18 -0.898 -4.948 -3.177
H19 -2.182 -3.775 -3.553
H20 -1.382 -3.722 -1.963
H21 -0.045 -3.087 -4.649
H22 0.771 -3.120 -3.086
H23 -0.678 -1.423 -2.474
C23 -3.428 -3.316 0.382
C24 -2.386 -2.178 0.456
C25 -2.959 -0.952 -0.284
C26 -2.221 -1.799 1.948
O4 -1.186 -2.571 -0.091
H24 -4.407 -3.022 0.785
H25 -3.056 -4.176 0.948
H26 -3.555 -3.622 -0.662
H27 -3.953 -0.656 0.079
H28 -3.036 -1.188 -1.351
H29 -2.282 -0.100 -0.161
H30 -3.185 -1.609 2.443
H31 -1.604 -0.899 2.043
H32 -1.721 -2.627 2.460
F1 -5.300 1.542 1.107
C27 -4.525 1.498 2.203
C28 -3.353 2.136 2.246
N6 -2.557 2.156 3.369
C29 -1.287 2.883 3.327
C30 -0.324 2.409 2.225
O5 0.805 2.966 2.281
O6 -0.752 1.555 1.432
C31 -2.886 1.421 4.482
O7 -2.215 1.370 5.497
N7 -4.090 0.746 4.382
C32 -5.000 0.724 3.328
O8 -6.054 0.126 3.415
H33 -2.975 2.669 1.386
H34 -0.813 2.782 4.296
H35 -1.490 3.941 3.148
H36 -4.335 0.188 5.186

- HOMO-LUMO gap (alpha / beta): 6.02 / 5.80 eV
- Total charge: -2
- Spin multiplicity: 2
- HOMO energy (alpha / beta): -0.0804 / -0.0804 Ha
- E_LUMO (alpha / beta): 3.83 / 3.61 eV
- Expectation value of S²: 0.754

# 6
ORCA calculation (ωB97M-V with the def2-TZVPD basis set) on C32H36Cl3N3ORuS3Te as an isolated structure.

Positions of all 80 atoms, in Å:
Ru1 -2.850 0.330 -0.740
Cl1 -4.539 2.238 -0.840
C1 -5.677 1.881 0.438
C2 -6.670 2.823 0.645
C3 -7.623 2.607 1.624
C4 -7.565 1.444 2.378
C5 -6.561 0.523 2.149
Cl2 -6.556 -0.914 3.133
C6 -5.564 0.697 1.173
S1 -4.302 -0.475 0.927
H1 -6.685 3.716 0.034
H2 -8.403 3.335 1.799
H3 -8.296 1.242 3.149
C7 0.953 2.936 -0.088
C8 -0.136 2.079 -0.690
S2 -1.395 1.595 0.437
C9 -0.166 1.727 -1.987
C10 0.898 2.113 -2.981
S3 -1.526 0.808 -2.633
H4 0.765 3.097 0.974
H5 0.995 3.915 -0.571
H6 1.942 2.477 -0.185
H7 1.759 2.576 -2.496
H8 0.510 2.814 -3.718
H9 1.245 1.236 -3.535
C11 2.832 -4.446 2.989
C12 2.382 -4.461 1.522
C13 3.492 -5.097 0.680
C14 1.122 -5.329 1.445
C15 2.063 -3.005 1.046
O1 1.077 -2.446 1.900
C16 3.331 -2.133 1.000
C17 3.081 -0.620 0.904
C18 2.767 0.038 2.228
C19 1.520 0.603 2.474
C20 1.233 1.204 3.692
C21 2.210 1.238 4.672
Cl3 1.867 1.987 6.208
C22 3.462 0.687 4.455
C23 3.731 0.091 3.233
C24 1.440 -2.996 -0.391
N1 0.065 -2.566 -0.450
C25 -0.381 -1.321 -0.594
N2 -1.699 -1.323 -0.507
C26 -2.013 -2.628 -0.285
N3 -0.966 -3.415 -0.237
H10 3.004 -5.472 3.323
H11 2.061 -4.018 3.631
H12 3.761 -3.896 3.144
H13 3.631 -6.136 0.988
H14 4.448 -4.586 0.809
H15 3.253 -5.106 -0.386
H16 1.332 -6.307 1.883
H17 0.779 -5.489 0.423
H18 0.301 -4.869 1.993
H19 1.500 -1.986 2.633
H20 3.919 -2.454 0.136
H21 3.953 -2.323 1.877
H22 2.278 -0.400 0.198
H23 3.982 -0.155 0.496
H24 0.737 0.574 1.721
H25 0.256 1.635 3.865
H26 4.213 0.730 5.232
H27 4.715 -0.333 3.058
H28 1.485 -3.981 -0.848
H29 2.002 -2.316 -1.031
H30 0.226 -0.448 -0.779
H31 -3.025 -2.972 -0.157
Te1 -3.310 2.863 -4.054
C27 -1.603 3.648 -4.997
C28 -0.973 2.960 -6.035
C29 0.183 3.456 -6.620
C30 0.731 4.655 -6.182
C31 0.109 5.353 -5.155
C32 -1.043 4.852 -4.566
H32 -1.389 2.019 -6.373
H33 0.662 2.901 -7.418
H34 1.635 5.041 -6.636
H35 0.530 6.287 -4.801
H36 -1.511 5.389 -3.750

- HOMO-LUMO gap (alpha / beta): 5.29 / 5.56 eV
- Total charge: -1
- Spin multiplicity: 2
- HOMO energy (alpha / beta): -0.1193 / -0.1334 Ha
- E_LUMO (alpha / beta): 2.04 / 1.93 eV
- Expectation value of S²: 0.760

For the records above, the corresponding energy above the lowest of the compared OMol25 structures with the same formula, charge and spin values read 2.7, 0.0, 21.7, 2.8, 51.5, 11.5 kcal/mol.